15
Properties=species:S:1:pos:R:3:forces:R:3:lowdin_charge:R:1 method="wB97M-V/def2-TZVPD" de_lowest_kcal_mol=148.9 energy_ha=-345.56773 lumo_ev=0.9 multiplicity=1 e_homo_ev=-8.785 homo_lumo_gap_ev=9.7 mol_weight_g_mol=100.1
C -1.40308 -0.28632 -0.56148 -0.12 0.03 0.17 -0.045
H -2.32544 0.37629 1.41283 0.12 -0.04 -0.11 0.113
C 0.94507 0.92224 -0.68202 -0.17 -0.04 -0.09 -0.310
H -1.04595 -2.14543 0.61127 0.03 0.15 -0.02 0.143
C -0.69754 -1.12877 0.42825 -0.18 -0.13 -0.01 -0.265
C 1.56318 -0.35885 -0.14129 0.15 0.11 -0.07 -0.178
H 1.87645 -0.94679 -1.01887 -0.04 0.06 0.10 0.134
H 2.44629 -0.14237 0.46897 -0.12 -0.01 -0.09 0.129
H -0.40557 1.05187 0.94279 0.14 -0.03 -0.13 0.124
O 0.69872 -1.10424 0.68675 0.05 0.02 0.03 -0.106
H 1.52121 1.85790 -0.68015 -0.08 -0.10 0.05 0.128
C -1.54323 0.05831 0.73700 -0.14 -0.10 -0.14 -0.086
O -0.02274 0.80873 -1.46717 0.21 0.01 0.17 -0.041
H -1.95980 -0.39355 -1.47881 0.11 0.04 0.13 0.129
H 0.35241 1.43099 0.74194 0.03 0.03 0.00 0.132